Here is C25H39IrN4O3Sb as an isolated structure from OMol25. Energies are from ωB97M-V/def2-TZVPD.

Geometry as XYZ:
```
73
Properties=species:S:1:pos:R:3:forces:R:3
Ir -0.025 0.312 0.748 0.0 -0.5 0.3
C 3.257 -0.620 -1.791 0.0 0.0 0.0
C 2.644 -0.965 -2.990 0.0 0.0 0.0
C 1.266 -0.977 -3.075 0.0 0.0 0.0
C 0.506 -0.647 -1.957 0.0 0.1 0.0
N 1.122 -0.326 -0.801 0.2 0.0 0.1
C 2.460 -0.304 -0.713 0.0 -0.2 0.0
C -0.949 -0.567 -1.872 -0.1 0.0 -0.1
C -1.804 -0.991 -2.890 0.0 0.0 0.0
C -3.172 -0.889 -2.728 0.0 0.0 0.0
C -3.679 -0.353 -1.548 0.0 0.0 0.0
C -2.824 0.064 -0.539 0.0 0.1 -0.1
C -1.435 -0.036 -0.661 -0.2 0.3 0.1
H 4.332 -0.603 -1.688 0.0 0.0 0.0
H 3.243 -1.222 -3.855 0.0 0.0 0.0
H 0.772 -1.232 -4.002 0.0 0.0 0.0
H 2.858 -0.049 0.262 0.0 0.0 0.0
H -1.405 -1.412 -3.805 0.0 0.0 0.0
H -3.842 -1.223 -3.509 0.0 0.0 0.0
H -4.751 -0.266 -1.416 0.0 0.0 0.0
H -3.253 0.485 0.365 0.0 0.0 0.0
N -1.017 1.251 2.376 0.0 0.0 -0.2
C 0.042 1.779 3.287 0.0 0.2 0.0
C 1.275 0.875 3.348 0.0 -0.2 0.1
O 1.960 0.881 4.347 0.0 0.0 0.0
O 1.493 0.172 2.277 0.1 0.5 -0.2
H -1.563 2.038 2.038 0.0 -0.1 0.0
H -1.667 0.661 2.884 0.1 0.0 0.0
H -0.347 1.972 4.284 0.0 -0.1 0.0
H 0.385 2.721 2.859 0.0 0.0 0.0
C -3.339 -2.612 1.745 0.0 0.0 0.0
C -2.053 -3.189 1.161 0.0 0.0 0.0
Sb -0.310 -2.046 1.607 0.0 -0.3 -0.2
C -0.048 -2.330 3.703 0.0 0.1 0.0
C -0.691 -3.602 4.246 0.0 0.0 0.0
C 1.242 -3.224 0.747 0.0 0.0 0.0
C 1.309 -4.657 1.261 0.0 0.0 0.0
H -4.191 -3.247 1.498 0.0 0.0 0.0
H -3.546 -1.619 1.352 0.0 0.0 0.0
H -3.294 -2.542 2.834 0.0 0.0 0.0
H -2.106 -3.278 0.075 0.0 0.1 0.0
H -1.856 -4.185 1.563 0.0 0.0 0.0
H -0.419 -1.444 4.221 0.0 0.0 0.0
H 1.035 -2.322 3.843 0.0 0.0 0.0
H -1.771 -3.611 4.105 0.0 0.0 0.0
H -0.501 -3.685 5.316 0.0 0.0 0.0
H -0.288 -4.498 3.773 0.0 0.0 0.0
H 2.163 -2.681 0.965 0.0 0.0 0.0
H 1.088 -3.193 -0.334 0.0 0.0 0.0
H 1.496 -4.690 2.335 0.0 0.0 0.0
H 2.123 -5.198 0.776 0.0 0.0 0.0
H 0.388 -5.207 1.062 0.0 0.0 0.0
C -1.670 3.338 -0.931 0.0 0.0 0.0
N -0.366 3.281 -1.565 0.0 0.0 0.1
C -0.278 3.985 -2.840 0.0 0.0 0.0
C 1.019 3.647 -3.540 0.0 0.0 0.0
C 2.160 3.934 -2.589 0.0 0.0 0.0
N 1.953 3.210 -1.341 0.0 0.0 0.0
C 3.144 2.956 -0.543 0.0 0.0 0.0
C 0.727 2.925 -0.855 0.3 -0.2 -0.2
O 0.647 2.321 0.253 -0.4 0.2 0.3
H -1.915 4.369 -0.659 0.0 0.0 0.0
H -1.679 2.712 -0.050 0.0 0.0 0.1
H -2.425 2.963 -1.621 0.0 0.0 0.0
H -0.348 5.066 -2.671 0.0 0.0 0.0
H -1.141 3.691 -3.438 0.0 0.0 0.0
H 1.120 4.239 -4.448 0.0 0.0 0.0
H 1.027 2.590 -3.819 0.0 0.0 0.0
H 2.247 5.008 -2.394 0.0 0.0 0.0
H 3.111 3.601 -3.006 0.0 0.0 0.0
H 3.642 3.900 -0.311 0.0 0.0 0.0
H 3.838 2.327 -1.103 0.0 0.0 0.0
H 2.872 2.463 0.383 0.0 0.0 0.0
```
Positions in Å, forces in eV/Å.

Results
Charge: +1
E_HOMO, eV: -10.8
Orbital gap, eV: 8.13
Lowest unoccupied orbital energy, Ha: -0.096
Energy relative to the best compared isomer or geometry (same formula, charge and spin), eV: 0.000

***

Here is C25H39MoN4S2Si as an isolated structure at a distorted geometry from OMol25. Energies are from ωB97M-V/def2-TZVPD.

Geometry as XYZ:
```
72
Properties=species:S:1:pos:R:3:forces:R:3
Mo -1.784 -0.265 -1.528 -0.5 0.4 0.5
S -1.690 -0.634 0.927 1.7 -0.3 0.1
C 0.025 -0.416 1.299 -0.8 0.7 3.3
N 0.483 -0.330 2.586 -0.1 0.6 -3.5
C 1.902 0.108 2.872 -0.8 -1.4 -0.1
C 2.536 0.842 1.742 1.3 1.8 0.0
N 2.149 0.409 0.394 -1.2 -1.5 0.7
C 3.297 0.394 -0.576 1.2 0.5 0.3
C 4.052 1.742 -0.665 -0.1 -1.2 0.3
C 5.440 1.741 -0.443 0.3 -1.2 -0.2
C 6.234 2.850 -0.683 -3.1 1.1 -0.1
C 5.595 4.070 -1.032 -1.1 -1.3 -0.5
C 4.203 4.055 -1.305 -0.1 0.1 0.5
C 3.410 2.875 -1.086 1.1 2.3 -0.5
C 0.933 -0.105 0.194 3.0 1.5 -0.5
S 0.470 -0.224 -1.472 0.5 -0.3 -0.2
C -0.367 -0.586 3.753 0.0 -0.2 0.0
C -0.307 -2.013 4.225 0.0 0.0 0.3
C 0.149 -2.242 5.524 -0.2 -0.3 -0.2
C 0.048 -3.509 6.086 -0.1 -0.5 -0.6
C -0.409 -4.579 5.310 -0.8 0.5 -0.5
C -0.970 -4.305 4.040 0.8 -0.2 0.6
C -0.877 -3.040 3.474 -0.1 -0.4 0.2
H 2.430 -0.797 3.168 0.1 -0.1 -0.1
H 1.909 0.763 3.728 -0.3 0.2 0.3
H 3.653 0.829 1.826 -0.9 -0.4 -0.1
H 2.359 1.948 1.831 -0.3 -0.9 -0.4
H 2.949 0.058 -1.557 0.1 0.0 0.3
H 4.051 -0.323 -0.131 -1.1 0.4 -0.5
H 5.936 0.778 -0.178 -0.4 0.8 -0.2
H 7.255 2.764 -0.594 2.1 0.0 0.3
H 6.147 4.990 -1.171 0.1 -0.1 0.0
H 3.739 5.006 -1.675 0.3 -1.1 0.5
H 2.340 2.918 -1.255 0.0 -0.1 -0.1
H -1.393 -0.331 3.454 0.3 0.2 0.4
H 0.047 0.041 4.547 -0.5 0.2 -0.2
H 0.562 -1.447 6.129 -0.1 0.2 0.0
H 0.275 -3.647 7.128 0.4 -0.1 0.1
H -0.430 -5.610 5.671 -0.1 0.5 0.1
H -1.478 -5.104 3.527 0.1 -0.1 -0.3
H -1.257 -2.878 2.462 0.0 0.0 0.5
N -2.284 0.347 -3.625 1.4 -0.2 0.8
C -1.621 -0.499 -4.679 -0.2 0.4 -0.9
C -2.355 -1.807 -5.107 0.2 -0.4 1.2
C -1.943 -3.114 -4.343 0.0 0.2 0.7
C -1.877 -3.041 -2.757 2.2 -2.5 -1.3
N -2.716 -2.109 -2.044 -3.0 1.0 1.3
H -3.263 0.466 -3.805 -0.7 0.2 -0.4
H -1.854 1.283 -3.677 -0.5 -0.3 -0.2
H -0.601 -0.666 -4.340 0.1 -0.5 0.2
H -1.466 0.187 -5.533 -0.4 -0.6 0.1
H -2.096 -1.962 -6.146 -0.2 0.0 -0.3
H -3.460 -1.744 -5.047 0.5 0.5 -0.2
H -0.946 -3.445 -4.651 0.0 0.3 0.1
H -2.571 -3.983 -4.642 0.0 0.9 0.2
H -0.817 -2.854 -2.422 -0.9 0.1 -0.5
H -2.033 -4.102 -2.395 -0.2 1.2 -0.2
H -3.041 -2.564 -1.176 0.3 0.1 -0.2
H -3.636 -1.873 -2.487 0.9 -0.7 -0.2
C -1.328 2.720 1.099 1.0 -2.0 -0.6
Si -2.477 1.979 -0.252 -1.4 1.6 0.3
C -4.267 2.152 0.416 0.3 -0.8 -1.1
C -2.488 2.986 -1.884 0.3 0.6 0.9
H -0.321 2.215 1.098 -0.8 0.5 0.0
H -1.742 2.580 2.104 -0.1 0.2 -0.3
H -1.133 3.747 0.861 -0.1 0.7 0.0
H -4.470 1.603 1.336 0.0 0.3 0.1
H -4.997 1.822 -0.349 0.3 0.1 0.4
H -4.425 3.237 0.514 0.2 -0.3 0.3
H -2.627 4.087 -1.706 -0.3 -1.0 0.0
H -3.244 2.595 -2.564 -0.1 0.3 0.0
H -1.516 2.961 -2.345 0.6 -0.1 -0.5
```
Positions in Å, forces in eV/Å.

Results
Charge: +3
E_HOMO (spin up / spin down), eV: -16.1 / -16.1
Spin multiplicity: 3
Orbital gap (spin up / spin down), eV: 4.84 / 4.89
Lowest unoccupied orbital energy (spin up / spin down), Ha: -0.414 / -0.412
Expectation value of S²: 2.070

***

Here is C25H39ORe as an isolated structure at a distorted geometry from OMol25. Energies are from ωB97M-V/def2-TZVPD.

Geometry as XYZ:
```
66
Properties=species:S:1:pos:R:3:forces:R:3
C 1.282 -2.124 0.695 2.4 -0.7 0.8
C 1.807 -1.480 -0.455 3.0 -0.7 -0.5
C 1.003 -1.827 -1.568 1.9 0.1 -1.7
C -0.005 -2.718 -1.118 -1.6 -1.5 -1.4
C 0.172 -2.910 0.280 -0.9 -2.1 1.5
Re -0.213 -0.945 -0.118 -3.9 5.8 1.2
C -2.860 1.136 -1.112 5.2 1.0 0.1
C -2.253 0.633 0.100 -1.7 1.9 -0.8
H -1.963 1.348 0.918 -0.6 -0.6 -0.9
C -2.257 -0.760 0.447 -0.5 -1.7 -0.1
H -2.918 -1.355 -0.195 0.0 0.0 0.5
H -2.333 -1.018 1.510 -0.2 0.2 -0.2
C -2.933 2.709 -1.328 -0.2 -0.9 0.3
H -2.315 3.362 -0.678 -0.3 -0.9 0.3
H -2.658 3.093 -2.322 -0.3 -0.7 0.0
H -3.980 2.936 -1.141 -0.1 0.5 -0.1
C -2.554 0.299 -2.419 -1.0 0.2 0.4
H -1.627 -0.318 -2.498 -0.5 0.2 1.0
H -3.417 -0.351 -2.543 0.1 -0.3 -0.6
H -2.433 0.919 -3.317 -0.6 0.2 0.4
C 3.060 -0.633 -0.482 -0.3 -0.2 0.1
H 3.142 -0.031 0.427 0.0 0.0 -0.1
H 3.951 -1.275 -0.541 -0.3 0.1 0.0
H 3.059 0.037 -1.339 0.0 -0.1 0.1
C 1.231 -1.384 -3.002 0.0 -0.1 0.4
H 1.710 -0.403 -3.035 -0.1 -0.1 0.0
H 1.882 -2.101 -3.520 -0.2 0.1 0.2
H 0.288 -1.329 -3.555 0.2 0.0 0.1
C -1.064 -3.391 -1.971 0.2 0.0 0.3
H -1.046 -2.998 -2.990 0.0 -0.1 0.1
H -0.896 -4.475 -2.008 0.0 0.2 -0.1
H -2.063 -3.230 -1.557 0.1 0.0 -0.1
C -0.640 -3.843 1.155 0.2 0.1 -0.3
H -1.687 -3.861 0.845 0.1 0.0 0.0
H -0.257 -4.870 1.091 0.0 0.2 0.0
H -0.594 -3.531 2.200 -0.1 0.0 -0.1
C 1.915 -2.106 2.071 -0.2 0.2 -0.3
H 1.208 -2.464 2.821 0.1 0.1 0.0
H 2.800 -2.757 2.098 -0.3 0.1 -0.1
H 2.235 -1.096 2.340 -0.1 -0.2 -0.1
C 1.813 2.301 -1.417 -5.8 -2.4 2.8
C 0.463 2.070 -1.859 1.7 1.6 -3.5
C 2.970 2.673 -1.910 0.4 0.7 -2.1
C 0.382 2.493 -3.277 -1.5 -1.4 2.6
H -0.557 1.696 -1.552 1.9 0.4 1.0
C 2.804 3.021 -3.291 -0.8 -0.4 0.7
H 3.826 2.642 -1.226 0.2 0.4 -0.9
C 1.521 2.917 -3.909 1.3 0.7 -1.1
H -0.646 2.415 -3.772 1.8 0.2 0.5
H 3.646 3.360 -3.848 0.4 0.2 -0.5
H 1.392 3.200 -4.973 0.5 -0.1 0.7
C -1.173 2.654 3.570 -0.1 0.1 0.1
C -0.018 1.994 2.843 0.2 -0.1 -0.1
O -0.203 0.593 2.607 0.0 -0.3 -0.4
C -0.429 -0.195 3.780 -0.3 0.0 -0.2
C 0.723 -0.180 4.760 0.0 0.0 0.3
H -2.140 2.440 3.102 0.2 0.0 0.0
H -1.024 3.737 3.555 0.0 -0.1 0.0
H -1.212 2.348 4.621 -0.1 0.1 -0.2
H 0.119 2.424 1.840 0.0 -0.1 0.3
H 0.908 2.124 3.422 -0.1 0.1 -0.3
H -1.349 0.163 4.266 0.1 -0.3 0.0
H -0.614 -1.212 3.404 0.0 0.3 0.1
H 0.776 0.774 5.296 0.1 -0.2 -0.1
H 0.557 -0.966 5.504 0.0 0.1 0.0
H 1.686 -0.373 4.277 -0.2 0.1 0.1
```
Positions in Å, forces in eV/Å.

Results
Charge: +1
E_HOMO (spin up / spin down), eV: -10.7 / -10.8
Spin multiplicity: 4
Orbital gap (spin up / spin down), eV: 7.03 / 6.70
Lowest unoccupied orbital energy (spin up / spin down), Ha: -0.134 / -0.152
Expectation value of S²: 3.870

***

| no. | calculated total energy (eV) |
| --- | --- |
| 1 | -48034.997 |
| 2 | -63895.350 |
| 3 | -30721.091 |